1.
{
  "formula": "C56H101BN13O5",
  "method": "ωB97M-V/def2-TZVPD",
  "e_lumo_ev": -2.744,
  "homo_ev": -12.54,
  "total_charge": 1,
  "max_force_ev_per_a": 2.46,
  "orbital_gap_ha": 0.3600,
  "molar_mass_g_mol": 1047.32,
  "elements": ["C", "C", "C", "H", "H", "C", "C", "H", "O", "C", "C", "C", "H", "H", "C", "H", "H", "H", "H", "H", "C", "H", "C", "C", "C", "H", "H", "C", "H", "H", "C", "H", "H", "C", "C", "H", "C", "C", "H", "H", "H", "N", "N", "H", "H", "H", "H", "H", "N", "H", "H", "C", "H", "N", "H", "C", "N", "C", "H", "H", "H", "C", "H", "C", "H", "C", "H", "C", "H", "H", "O", "H", "H", "H", "H", "H", "C", "C", "C", "O", "C", "H", "C", "H", "H", "C", "C", "H", "H", "H", "H", "C", "H", "H", "N", "H", "C", "H", "C", "H", "H", "C", "C", "C", "H", "C", "C", "H", "H", "H", "H", "O", "H", "H", "H", "C", "H", "H", "H", "B", "H", "N", "H", "C", "C", "H", "H", "H", "C", "H", "C", "N", "C", "H", "C", "H", "N", "C", "H", "H", "H", "C", "H", "N", "H", "H", "H", "H", "O", "H", "C", "N", "H", "H", "H", "H", "H", "H", "N", "H", "H", "H", "H", "C", "H", "H", "H", "H", "H", "C", "C", "H", "C", "N", "H", "C"],
  "xyz": [[4.129, 5.236, -4.958], [1.274, 1.006, 3.359], [-5.032, -8.028, -3.142], [0.202, -0.983, 0.901], [-4.359, -6.982, -1.368], [7.515, -4.822, -5.683], [-8.149, -3.087, 1.485], [-3.142, -8.049, -2.073], [1.732, 1.388, 2.160], [-6.007, -7.412, 2.780], [3.456, -5.283, -2.329], [3.163, 1.501, 2.094], [-0.141, 6.326, 2.018], [-4.626, -1.824, 4.377], [2.798, -6.641, -2.069], [2.892, 5.184, 3.156], [3.116, 6.897, -4.049], [-1.814, -4.317, -2.930], [-6.090, -7.893, -2.906], [-5.430, -9.352, -4.804], [1.876, 9.197, -1.487], [6.515, -4.386, -5.634], [1.212, 4.613, 1.939], [1.855, -6.624, -0.869], [-0.190, 0.612, 3.396], [0.109, -1.653, -2.083], [1.003, 3.626, -0.067], [-7.732, -3.482, 2.839], [-8.233, 0.376, 1.935], [-0.964, -5.671, -5.546], [-1.595, -5.567, -4.662], [3.581, -7.381, -1.901], [1.433, -7.615, -0.703], [-3.991, -2.127, 3.543], [-4.206, -7.946, -1.855], [9.040, -5.498, -4.293], [-0.520, -3.013, -5.795], [-1.371, -3.031, -4.595], [2.434, 8.089, 0.289], [3.502, 1.395, 1.064], [3.606, 0.662, 2.625], [-7.611, -6.103, 0.016], [5.043, 8.442, 0.904], [-5.813, -8.177, 3.533], [-0.904, 3.461, 2.409], [4.772, 7.238, -4.524], [-1.147, -0.608, -0.186], [-2.203, -2.312, 4.759], [-4.907, -9.842, -0.208], [4.129, -5.349, -3.183], [4.040, -4.969, -1.462], [-0.314, -1.295, -0.011], [5.628, 5.815, -2.655], [3.054, 4.462, -1.479], [-7.963, -8.213, 2.309], [1.604, 8.133, -0.419], [-7.396, -3.784, 3.885], [-2.566, 4.723, 2.513], [4.060, 8.954, 3.849], [8.460, -6.535, -6.624], [-6.415, -6.543, 3.304], [2.644, 5.109, 2.098], [-2.619, 4.455, 3.564], [5.046, 8.706, 2.012], [6.081, 8.424, 5.235], [6.042, 8.132, 4.184], [3.445, 4.475, -4.579], [0.021, 5.389, 2.591], [-1.194, 5.374, 0.334], [-8.086, -1.370, 0.196], [-4.629, 2.217, 2.590], [2.381, -6.324, 0.039], [-0.601, 3.951, 5.132], [6.360, 6.046, 4.642], [-4.269, -7.893, 1.591], [1.417, -2.065, -1.006], [-1.131, 4.485, 2.093], [-7.798, -1.619, 1.219], [0.762, 9.295, -2.524], [-3.353, 3.742, 1.805], [2.433, -4.264, -2.609], [1.878, 0.353, -0.589], [5.069, 9.052, 3.444], [3.058, 3.103, 3.472], [1.010, 10.041, -3.279], [0.653, 4.483, 0.487], [-1.948, -3.388, 2.980], [-4.598, -2.763, 2.896], [0.865, 5.460, 0.054], [1.019, -5.938, -1.024], [-3.967, -6.685, 2.843], [-1.201, -4.348, -3.834], [-4.428, -0.334, 2.416], [-9.573, -0.759, 2.127], [-3.539, 2.602, 2.621], [-0.788, 1.412, 3.828], [-4.694, -7.033, 2.109], [-1.519, 5.438, 5.541], [-2.804, -2.926, 4.086], [-2.973, -1.164, 1.883], [-6.716, -1.482, 1.291], [-8.487, -0.656, 2.181], [-4.848, -9.349, -3.882], [3.567, 3.979, 1.565], [8.057, -4.164, -3.689], [-0.528, 5.020, 5.335], [-4.599, -9.009, -0.919], [5.128, 4.800, -5.018], [-0.562, 0.271, 2.434], [-0.161, -4.447, -3.515], [-0.741, -2.283, 0.164], [0.695, 7.051, 4.384], [-8.178, -0.832, 3.213], [-0.183, 9.596, -2.069], [6.784, -6.820, -6.137], [8.029, -5.090, -4.264], [-3.154, -3.794, 4.644], [-5.186, -10.195, -3.281], [-0.250, -0.232, 4.077], [0.077, 5.827, 4.117], [-2.410, -2.894, -4.900], [-0.840, 4.459, 0.629], [-1.484, -6.479, -4.073], [0.646, -1.329, -1.197], [3.684, 2.841, 2.621], [4.722, 2.730, 2.919], [-4.833, -6.226, 1.386], [7.046, 8.267, 3.778], [4.126, 6.481, -4.077], [0.610, 8.339, -3.030], [-3.559, -0.891, 2.764], [0.144, -2.999, -6.720], [0.295, 1.047, -1.772], [2.008, 10.169, -1.010], [-7.364, -6.909, 0.783], [2.243, -6.955, -2.956], [-1.286, -3.746, 2.124], [0.369, 8.451, 0.315], [-2.635, -5.503, -4.992], [-1.093, -2.189, -3.961], [0.081, 5.239, 6.209], [4.608, 6.204, -2.649], [3.809, 5.485, -5.970], [1.635, -3.483, -2.838], [-6.678, -8.823, 1.261], [-9.223, -3.249, 1.388], [4.535, 4.434, 1.366], [1.500, 7.149, -0.880], [1.908, 0.996, 4.350], [-4.743, -7.206, -3.798], [-7.049, -7.939, 1.782], [-0.496, 1.829, -2.025], [4.603, 7.121, -2.058], [2.815, 8.957, -1.991], [7.130, -5.837, -7.551], [0.048, 7.767, 4.376], [5.663, 6.314, 3.052], [-3.800, -9.511, -4.143], [6.475, -6.786, -3.030], [1.210, 3.689, 2.522], [8.164, -4.083, -6.157], [4.655, 6.488, 4.498], [3.138, 3.530, 0.679], [7.472, -6.078, -6.545], [-2.955, -0.224, 3.386], [-2.953, 5.718, 2.319], [2.853, 6.073, 1.632], [-7.647, -3.735, 0.768], [1.997, -0.045, -2.306], [7.154, -6.046, -3.568], [1.309, 0.027, -1.462], [-1.360, 3.798, 0.043], [5.653, 6.662, 4.087], [-0.583, 8.692, 0.896], [5.373, 10.094, 3.545], [3.735, 5.221, -1.989]],
  "lowdin_charge": [-0.103, -0.570, -0.257, 0.057, 0.111, -0.264, -0.187, 0.115, -0.020, -0.248, -0.180, -0.158, 0.123, 0.113, -0.256, 0.109, 0.103, 0.109, 0.111, 0.074, -0.248, 0.109, -0.227, -0.105, 0.025, 0.074, 0.101, -0.241, 0.069, 0.073, -0.105, 0.104, 0.074, -0.252, -0.179, 0.122, -0.244, -0.184, 0.085, 0.122, 0.129, 0.153, 0.155, 0.112, 0.147, 0.113, 0.069, 0.115, 0.168, 0.094, 0.122, -0.106, 0.126, 0.189, 0.120, -0.188, 0.152, -0.100, 0.120, 0.079, 0.091, -0.130, 0.117, -0.228, 0.113, -0.253, 0.071, -0.101, 0.180, 0.110, 0.120, 0.078, 0.060, 0.078, 0.054, 0.081, -0.230, -0.259, -0.100, -0.109, -0.173, 0.100, -0.171, 0.103, 0.079, -0.045, -0.225, 0.099, 0.101, 0.064, 0.067, -0.274, 0.051, 0.079, -0.017, 0.073, -0.110, 0.081, -0.170, 0.067, 0.095, -0.108, -0.105, -0.173, 0.115, 0.016, -0.238, 0.080, 0.058, 0.053, 0.045, 0.111, 0.069, 0.073, 0.071, -0.183, 0.120, 0.072, 0.091, -0.434, 0.119, 0.128, 0.063, -0.269, -0.136, 0.123, 0.064, 0.116, -0.258, 0.075, -0.111, 0.146, -0.232, 0.118, -0.224, 0.112, 0.160, -0.235, 0.072, 0.094, 0.076, -0.169, 0.077, 0.179, 0.087, 0.125, 0.106, 0.091, 0.143, 0.100, -0.174, 0.141, 0.101, 0.097, 0.074, 0.115, 0.061, 0.076, 0.161, 0.124, 0.108, 0.072, 0.055, -0.108, 0.057, 0.148, 0.104, 0.078, 0.123, -0.229, -0.160, 0.176, -0.107, 0.160, 0.121, -0.189]
}

***

2.
{
  "formula": "CH9N5",
  "method": "ωB97M-V/def2-TZVPD",
  "e_lumo_ev": -8.021,
  "homo_ev": -18.51,
  "smiles": "NN([NH3+])/C=N/[NH3+]",
  "total_charge": 2,
  "max_force_ev_per_a": 3.88,
  "orbital_gap_ha": 0.3855,
  "molar_mass_g_mol": 91.12,
  "de_lowest_ev": 6.342,
  "elements": ["N", "H", "H", "N", "H", "H", "C", "H", "H", "N", "N", "H", "H", "N", "H"],
  "xyz": [[-0.593, -0.175, -0.808], [-2.112, 0.926, -1.639], [1.648, 1.626, 1.623], [2.042, 0.610, 1.592], [3.007, 0.368, 1.202], [-0.388, -2.279, -0.407], [0.210, 0.509, 0.212], [-2.513, -0.413, -1.708], [-0.224, 1.579, 0.366], [1.232, -0.076, 0.679], [-1.987, 0.147, -0.980], [1.935, 0.177, 2.639], [0.609, -1.549, -1.515], [-0.271, -1.523, -1.034], [-2.593, 0.073, -0.222]],
  "lowdin_charge": [-0.154, 0.205, 0.210, 0.157, 0.223, 0.107, -0.073, 0.231, 0.184, 0.013, 0.262, 0.268, 0.113, 0.095, 0.159]
}

***

3.
{
  "formula": "C6H7NO2",
  "method": "ωB97M-V/def2-TZVPD",
  "e_lumo_ev": 0.417,
  "homo_ev": -10.39,
  "smiles": "C#CC(=O)O.CCC#N",
  "max_force_ev_per_a": 2.18,
  "orbital_gap_ha": 0.3970,
  "molar_mass_g_mol": 125.13,
  "de_lowest_ev": 2.535,
  "elements": ["C", "O", "H", "N", "C", "C", "H", "C", "H", "H", "H", "C", "H", "C", "O", "H"],
  "xyz": [[-0.265, -0.474, 1.272], [-2.056, 0.449, -1.532], [0.168, 1.107, 2.674], [1.100, -2.260, 0.017], [-0.805, 0.931, -1.451], [0.714, 0.428, 2.022], [-0.880, -1.049, 1.975], [0.452, -1.398, 0.422], [-2.694, 1.151, -1.344], [1.400, -0.166, 2.624], [-0.916, 0.128, 0.620], [1.034, -0.643, -2.547], [1.786, -1.194, -3.037], [0.202, -0.097, -1.870], [-0.535, 2.064, -1.166], [1.293, 1.024, 1.320]],
  "lowdin_charge": [-0.225, 0.109, 0.077, 0.167, -0.573, -0.082, 0.129, -0.278, 0.135, 0.081, 0.082, 0.163, 0.046, -0.034, 0.123, 0.081]
}